# 1
19
Properties=species:S:1:pos:R:3:nbo_charge:R:1 method="wB97M-V/def2-TZVPD" spin_multiplicity=1 lumo_energy_ev=-3.44 gap_ev=9.46 homo_energy_ev=-12.9 charge=+1
C -1.06 0.93 -1.77 -0.101
C -1.44 -0.03 -2.61 -0.348
C 1.19 0.48 -1.15 0.101
C 0.49 0.61 1.53 0.387
N 0.23 1.22 -1.40 -0.420
N -0.42 -1.53 1.71 -0.668
N -0.56 -0.17 1.45 -0.373
N 1.65 0.16 1.91 -0.714
Cl 1.20 -1.29 -1.08 -0.067
H -1.76 1.67 -1.41 0.210
H -2.47 -0.10 -2.93 0.224
H -0.75 -0.72 -3.04 0.212
H 2.17 0.90 -0.98 0.206
H 0.36 1.66 1.32 0.251
H -0.45 -2.08 0.85 0.395
H -1.14 -1.86 2.35 0.393
H -1.45 0.21 1.12 0.422
H 1.74 -0.83 2.11 0.449
H 2.46 0.76 2.01 0.439

# 2
9
Properties=species:S:1:pos:R:3:nbo_charge:R:1 method="wB97M-V/def2-TZVPD" spin_multiplicity=1 lumo_energy_ev=0.46 gap_ev=9.61 homo_energy_ev=-9.2 charge=0
C 0.46 -0.62 0.45 0.351
C -0.55 0.02 -0.45 0.398
O 1.01 -1.65 0.03 -0.679
O 1.02 0.92 -0.14 -0.758
O -1.68 0.54 -0.01 -0.617
H 1.64 0.67 -0.84 0.488
H -1.58 0.82 0.92 0.500
H 0.27 -0.43 1.53 0.115
H -0.58 -0.27 -1.49 0.202

# 3
113
Properties=species:S:1:pos:R:3:mulliken_spin:R:1 method="wB97M-V/def2-TZVPD" spin_multiplicity=3 lumo_energy_ev="-2.06 / -2.06" gap_ev="7.07 / 7.60" homo_energy_ev="-9.1 / -9.7" charge=+1
Ti 0.28 -0.26 0.44 1.560
N -1.83 0.38 1.32 0.032
C -2.67 0.21 2.52 0.024
C -2.73 -1.21 3.06 0.003
C -3.09 -2.30 2.05 0.014
C -1.91 -3.20 1.73 -0.007
N -0.86 -2.49 0.97 0.035
H -1.62 1.37 1.24 0.000
H -2.39 0.22 0.49 -0.017
H -3.68 0.57 2.31 0.002
H -2.27 0.85 3.31 0.000
H -3.46 -1.21 3.87 0.001
H -1.77 -1.46 3.51 0.001
H -3.49 -1.89 1.11 -0.003
H -3.88 -2.94 2.45 0.000
H -2.25 -4.08 1.17 -0.001
H -1.47 -3.56 2.66 0.002
H -1.26 -2.31 0.05 0.010
H -0.10 -3.14 0.79 0.011
S 2.04 0.79 -1.23 -0.027
C 1.13 2.17 -0.83 0.035
N 0.15 2.11 0.05 -0.015
C -0.37 3.37 0.32 0.026
C -1.31 3.72 1.29 0.001
C -1.70 5.04 1.43 0.000
C -1.16 6.04 0.62 0.001
C -0.20 5.72 -0.32 0.001
C 0.19 4.40 -0.45 0.004
S 1.44 3.75 -1.48 0.007
H -1.73 2.99 1.98 -0.001
H -2.43 5.30 2.19 0.000
H -1.48 7.06 0.74 0.000
H 0.24 6.50 -0.94 0.000
C 3.31 -1.63 0.58 0.026
O 1.94 -1.94 0.22 -0.073
C 1.82 -2.77 -0.87 -0.004
C 2.69 -3.83 -1.07 0.003
C 2.54 -4.65 -2.18 0.001
Br 3.73 -6.09 -2.43 0.000
C 1.54 -4.41 -3.10 0.001
C 0.66 -3.35 -2.90 -0.006
C 0.78 -2.53 -1.78 -0.008
O -0.09 -1.52 -1.53 0.031
C -0.39 -3.05 -3.88 0.002
N -1.30 -2.14 -3.66 -0.002
C -2.08 -2.10 -4.81 0.000
C -3.17 -1.29 -5.13 0.001
C -3.74 -1.46 -6.37 0.000
C -3.25 -2.42 -7.28 0.000
C -2.17 -3.22 -6.98 0.000
C -1.60 -3.04 -5.72 0.000
N -0.52 -3.64 -5.10 0.000
H 3.71 -2.41 1.22 0.005
H 3.29 -0.69 1.12 -0.008
H 3.90 -1.51 -0.33 0.000
H 3.48 -4.02 -0.36 0.000
H 1.45 -5.06 -3.95 0.000
H -0.81 -1.53 -2.27 0.013
H -3.53 -0.55 -4.43 0.000
H -4.58 -0.85 -6.67 0.000
H -3.73 -2.52 -8.25 0.000
H -1.80 -3.95 -7.68 0.000
H 0.09 -4.33 -5.49 0.000
C 5.13 -1.65 4.75 0.000
C 4.00 -2.42 4.48 0.001
C 2.87 -1.82 3.95 0.002
C 2.85 -0.45 3.70 -0.006
C 3.97 0.32 3.98 -0.006
C 5.11 -0.28 4.50 0.000
As 1.21 0.30 2.97 0.113
C 1.51 2.20 3.05 0.040
C 2.27 2.97 2.19 0.039
C 2.29 4.35 2.35 0.002
C 1.54 4.95 3.35 0.000
C 0.79 4.18 4.22 0.000
C 0.77 2.79 4.08 0.008
C 0.06 1.84 4.95 -0.005
C -0.66 2.18 6.10 0.001
C -1.20 1.18 6.89 0.000
C -1.03 -0.16 6.56 0.000
C -0.33 -0.51 5.41 0.002
C 0.19 0.49 4.60 0.053
H 6.01 -2.11 5.16 0.000
H 4.01 -3.48 4.68 0.000
H 2.00 -2.44 3.73 -0.006
H 3.96 1.39 3.80 0.000
H 5.98 0.32 4.71 0.000
H 2.84 2.51 1.38 0.003
H 2.88 4.96 1.68 0.000
H 1.55 6.02 3.46 0.000
H 0.21 4.66 5.00 0.000
H -0.77 3.21 6.39 0.000
H -1.75 1.44 7.79 0.000
H -1.43 -0.94 7.20 0.000
H -0.18 -1.55 5.17 -0.002
N -5.38 0.66 -1.01 0.000
C -4.51 0.97 -1.99 0.000
S -2.87 0.67 -1.81 0.083
N -5.08 1.51 -3.09 -0.001
C -4.50 1.93 -4.32 0.000
C -5.28 1.78 -5.46 0.000
C -4.80 2.18 -6.69 0.000
C -3.53 2.73 -6.80 0.000
C -2.77 2.90 -5.66 0.000
C -3.24 2.52 -4.41 0.000
H -5.01 0.25 -0.17 0.000
H -6.36 0.85 -1.07 0.000
H -6.09 1.51 -3.11 0.000
H -6.27 1.33 -5.38 0.000
H -5.42 2.06 -7.57 0.000
H -3.15 3.04 -7.76 0.000
H -1.78 3.34 -5.72 0.000
H -2.64 2.67 -3.53 0.000

# 4
9
Properties=species:S:1:pos:R:3:nbo_charge:R:1 method="wB97M-V/def2-TZVPD" spin_multiplicity=1 lumo_energy_ev=-0.37 gap_ev=9.46 homo_energy_ev=-9.8 charge=0
N 0.49 0.34 0.71 -1.526
O -0.46 -0.64 -1.35 -1.218
Si -1.12 0.00 0.67 1.553
Si 1.01 -0.14 -0.92 1.665
H 0.86 0.97 1.37 0.413
H -1.47 -1.35 1.22 -0.224
H -2.66 0.54 0.59 -0.149
H 1.25 1.14 -1.63 -0.257
H 2.10 -0.87 -0.66 -0.256

# 5
24
Properties=species:S:1:pos:R:3:nbo_charge:R:1 method="wB97M-V/def2-TZVPD" spin_multiplicity=1 lumo_energy_ev=-0.90 gap_ev=8.10 homo_energy_ev=-9.0 charge=0
C 1.43 0.91 0.74 -0.066
C 0.77 1.90 -0.21 -0.447
C -0.10 1.34 -1.28 -0.482
C -0.86 0.23 -0.54 -0.023
C -1.98 0.66 0.38 -0.217
C -2.82 -0.38 0.65 -0.207
C -2.55 -1.82 0.46 -0.250
C -1.44 -2.17 -0.29 -0.205
C -0.58 -1.12 -0.88 -0.263
H 0.94 0.38 1.70 0.231
H 2.36 1.26 1.13 0.229
H 0.53 2.73 0.64 0.246
H 1.71 2.32 -0.89 0.227
H 0.41 0.70 -1.99 0.240
H -0.52 2.02 -2.09 0.252
H -1.91 1.83 1.22 0.239
H -3.53 0.20 1.73 0.196
H -3.30 -2.60 0.77 0.231
H -1.31 -3.26 -0.48 0.222
H 0.56 -1.60 -1.06 0.279
N 3.15 -0.97 0.06 0.665
O 3.47 -1.77 -0.80 -0.237
O 3.73 -0.56 1.36 -0.437
O 1.85 -0.24 -0.35 -0.422

# 6
86
Properties=species:S:1:pos:R:3:nbo_charge:R:1 method="wB97M-V/def2-TZVPD" spin_multiplicity=2 lumo_energy_ev="-9.42 / -10.22" gap_ev="5.83 / 5.02" homo_energy_ev="-15.3 / -15.2" charge=+3
Pb 1.95 1.22 0.84 1.312
C 1.19 -4.84 2.13 -1.172
Si 0.33 -3.22 2.39 1.664
C 1.09 -2.09 3.68 -1.167
C -1.46 -3.54 2.76 -1.182
Ge 0.10 -0.95 0.62 0.108
Si -1.83 -1.63 -1.11 1.572
C -1.46 -3.29 -1.85 -1.155
C -3.12 -1.88 0.24 -1.163
C -2.44 -0.18 -2.11 -1.152
Si -2.78 1.15 3.40 2.001
C -3.22 1.90 1.79 -1.228
C -3.89 -0.02 4.26 -1.230
C -1.20 1.69 4.15 -1.218
H 0.87 -5.47 2.96 0.274
H 2.27 -4.75 2.13 0.267
H 0.88 -5.33 1.21 0.270
H 1.66 -2.71 4.38 0.285
H 0.30 -1.58 4.24 0.239
H 1.78 -1.34 3.28 0.246
H -1.44 -4.09 3.71 0.285
H -1.95 -4.19 2.03 0.270
H -2.07 -2.65 2.92 0.230
H -1.06 -3.97 -1.10 0.245
H -0.78 -3.24 -2.69 0.271
H -2.40 -3.72 -2.20 0.275
H -2.82 -2.62 0.97 0.239
H -4.04 -2.23 -0.23 0.273
H -3.37 -0.95 0.76 0.203
H -1.83 0.04 -2.98 0.268
H -2.52 0.71 -1.48 0.227
H -3.45 -0.44 -2.44 0.272
H -3.91 1.28 1.20 0.293
H -2.32 2.12 1.21 0.277
H -3.74 2.85 1.98 0.312
H -4.38 -0.70 3.57 0.301
H -4.69 0.56 4.74 0.324
H -3.37 -0.57 5.04 0.294
H -0.45 1.87 3.38 0.262
H -0.81 0.97 4.88 0.291
H -1.36 2.63 4.69 0.315
Br 6.48 -1.16 -5.32 0.174
C 4.90 -1.03 -4.31 -0.039
C 3.68 -1.37 -4.89 -0.236
C 2.53 -1.28 -4.14 -0.115
C 2.58 -0.85 -2.81 -0.260
C 3.81 -0.50 -2.24 -0.087
C 4.97 -0.58 -2.99 -0.266
C 1.34 -0.83 -2.04 0.822
O 0.24 -1.07 -2.49 -0.605
O 1.45 -0.52 -0.72 -0.958
H 3.65 -1.71 -5.91 0.256
H 1.58 -1.54 -4.57 0.243
H 3.87 -0.18 -1.21 0.198
H 5.92 -0.29 -2.57 0.248
C -1.25 5.66 1.17 -0.621
C -0.20 5.71 0.07 -0.230
N -0.39 4.71 -0.98 -0.356
C -1.07 5.14 -2.22 -0.217
C -2.57 4.88 -2.19 -0.620
C 0.03 3.46 -0.82 0.544
C -0.06 2.50 -1.97 -0.677
N 0.59 3.02 0.30 -0.991
H -1.01 6.38 1.94 0.250
H -1.30 4.67 1.63 0.178
H -2.24 5.90 0.78 0.230
H 0.81 5.61 0.47 0.207
H -0.22 6.69 -0.42 0.244
H -0.60 4.66 -3.07 0.219
H -0.88 6.21 -2.32 0.233
H -2.80 3.82 -2.07 0.196
H -3.01 5.22 -3.12 0.255
H -3.05 5.43 -1.38 0.218
H 0.65 2.79 -2.74 0.267
H -1.05 2.49 -2.41 0.257
H 0.17 1.50 -1.63 0.217
H 0.66 3.74 1.01 0.385
C 2.78 -4.02 -1.11 -0.739
S 3.06 -2.90 0.28 0.189
C 4.65 -3.53 0.86 -0.735
H 2.73 -5.05 -0.77 0.236
H 3.58 -3.90 -1.84 0.245
H 1.83 -3.75 -1.58 0.226
H 5.41 -3.34 0.11 0.243
H 4.60 -4.59 1.07 0.234
H 4.91 -2.99 1.78 0.241

# 7
216
Properties=species:S:1:pos:R:3:lowdin_charge:R:1 method="wB97M-V/def2-TZVPD" spin_multiplicity=1 lumo_energy_ev=0.65 gap_ev=8.71 smiles=COCCNCCOC.COCCNCCOC.COCCNCCOC.COCCNCCOC.COCCNCCOC.COCCNCCOC.COCCNCCOC.COCCNCCOC.COCCNCCOC homo_energy_ev=-8.1 charge=0
C 5.35 1.84 -0.19 -0.099
O 4.91 3.13 -0.56 -0.179
C 3.52 3.17 -0.76 -0.194
C 3.08 2.22 -1.90 -0.204
N 3.70 2.59 -3.16 -0.043
C 3.35 1.76 -4.28 -0.239
C 3.84 2.10 -5.60 -0.245
O 3.47 1.08 -6.51 -0.201
C 3.97 1.18 -7.80 -0.108
H 5.39 1.20 -1.07 0.079
H 4.59 1.37 0.47 0.078
H 6.34 1.90 0.26 0.094
H 3.23 4.18 -1.03 0.127
H 2.98 2.96 0.14 0.075
H 1.98 2.29 -1.98 0.100
H 3.31 1.19 -1.72 0.082
H 4.58 3.14 -3.12 0.141
H 2.28 1.68 -4.34 0.106
H 3.54 0.71 -4.18 0.112
H 4.98 2.23 -5.57 0.142
H 3.57 3.09 -6.02 0.134
H 4.12 0.16 -8.21 0.098
H 4.94 1.71 -7.76 0.090
H 3.30 1.68 -8.47 0.065
C -3.35 1.03 8.48 -0.073
O -1.99 1.10 8.01 -0.214
C -1.08 1.27 9.00 -0.279
C 0.18 1.88 8.32 -0.182
N -0.07 3.26 7.85 -0.043
C 0.98 3.63 6.93 -0.227
C 0.63 4.91 6.16 -0.167
O -0.72 4.80 5.65 -0.223
C -0.97 5.41 4.40 -0.108
H -3.51 0.09 9.13 0.107
H -3.99 0.91 7.61 0.075
H -3.63 1.97 9.03 0.103
H -0.98 0.32 9.45 0.110
H -1.29 1.99 9.77 0.117
H 0.38 1.25 7.43 0.098
H 0.99 1.91 9.08 0.131
H -0.94 3.33 7.32 0.098
H 1.27 2.83 6.30 0.080
H 1.90 3.84 7.49 0.118
H 1.32 5.13 5.33 0.099
H 0.63 5.72 6.87 0.113
H -1.97 5.11 4.06 0.091
H -0.20 5.11 3.65 0.080
H -0.92 6.48 4.49 0.076
C 0.78 -6.08 1.04 -0.084
O -0.25 -6.00 0.03 -0.209
C -1.32 -5.18 0.43 -0.246
C -2.29 -5.07 -0.73 -0.162
N -2.00 -3.91 -1.62 -0.025
C -0.81 -3.99 -2.52 -0.162
C -0.68 -5.10 -3.60 -0.217
O -1.61 -4.83 -4.61 -0.234
C -1.60 -5.69 -5.72 -0.096
H 1.20 -5.08 1.35 0.081
H 1.50 -6.81 0.63 0.096
H 0.34 -6.43 1.98 0.074
H -0.92 -4.23 0.77 0.108
H -1.77 -5.64 1.27 0.105
H -3.24 -4.81 -0.36 0.089
H -2.26 -6.07 -1.22 0.128
H -2.84 -3.81 -2.15 0.060
H 0.09 -4.06 -1.90 0.102
H -0.70 -3.08 -3.12 0.086
H -0.73 -6.16 -3.22 0.133
H 0.34 -4.89 -3.98 0.107
H -1.98 -6.64 -5.40 0.078
H -0.54 -5.74 -6.14 0.114
H -2.26 -5.14 -6.39 0.074
C 3.20 -3.88 -3.92 -0.157
O 2.04 -3.17 -4.02 -0.247
C 1.89 -2.38 -5.24 -0.163
C 0.65 -1.50 -5.18 -0.195
N 0.53 -0.82 -6.49 -0.015
C -0.78 -0.13 -6.61 -0.219
C -0.76 0.71 -7.80 -0.264
O 0.30 1.65 -7.78 -0.202
C 0.25 2.41 -8.97 -0.119
H 3.24 -4.21 -2.86 0.090
H 4.03 -3.14 -3.98 0.095
H 3.22 -4.77 -4.62 0.105
H 1.79 -3.09 -6.05 0.118
H 2.80 -1.86 -5.43 0.102
H 0.70 -0.78 -4.29 0.132
H -0.18 -2.15 -5.00 0.085
H 1.22 -0.07 -6.52 0.089
H -1.12 0.39 -5.70 0.106
H -1.56 -0.90 -6.85 0.127
H -1.74 1.28 -7.75 0.147
H -0.62 0.03 -8.67 0.140
H 1.24 2.90 -8.95 0.081
H -0.63 3.11 -8.96 0.104
H 0.26 1.84 -9.89 0.083
C 0.03 3.63 -3.74 -0.105
O -0.33 2.41 -3.18 -0.195
C -1.71 2.15 -3.31 -0.267
C -2.02 0.87 -2.65 -0.225
N -3.43 0.52 -2.64 -0.032
C -4.05 0.11 -3.88 -0.199
C -3.48 -1.16 -4.40 -0.248
O -4.03 -1.52 -5.64 -0.188
C -3.64 -2.80 -6.07 -0.120
H 0.00 3.54 -4.85 0.099
H 1.04 3.88 -3.48 0.070
H -0.65 4.44 -3.44 0.088
H -1.95 2.05 -4.43 0.135
H -2.40 2.89 -2.90 0.119
H -1.73 0.96 -1.57 0.110
H -1.27 0.06 -3.02 0.128
H -3.62 -0.14 -1.86 0.073
H -3.95 0.91 -4.64 0.121
H -5.15 0.05 -3.85 0.121
H -3.71 -2.00 -3.66 0.120
H -2.41 -1.28 -4.48 0.091
H -4.23 -3.04 -6.92 0.087
H -3.83 -3.47 -5.22 0.069
H -2.56 -2.91 -6.21 0.075
C 2.56 -4.71 5.33 -0.123
O 2.07 -3.41 5.36 -0.213
C 2.34 -2.85 6.67 -0.201
C 2.00 -1.37 6.63 -0.203
N 2.78 -0.58 5.70 -0.064
C 4.09 -0.16 6.12 -0.205
C 4.96 0.31 4.93 -0.203
O 4.90 -0.73 3.95 -0.192
C 5.56 -0.31 2.77 -0.104
H 2.05 -5.26 6.11 0.088
H 3.65 -4.71 5.45 0.096
H 2.28 -5.13 4.38 0.080
H 3.36 -3.08 6.79 0.094
H 1.76 -3.35 7.48 0.134
H 2.09 -0.91 7.63 0.119
H 0.88 -1.33 6.34 0.126
H 2.85 -1.11 4.81 0.098
H 4.71 -0.95 6.64 0.130
H 3.97 0.66 6.84 0.115
H 5.98 0.47 5.31 0.123
H 4.64 1.24 4.43 0.092
H 5.54 -1.11 2.04 0.094
H 6.54 0.07 2.92 0.084
H 4.99 0.49 2.30 0.056
C 1.44 -0.90 -1.32 -0.067
O 1.34 -0.80 0.11 -0.195
C 1.75 -1.92 0.82 -0.235
C 1.30 -1.84 2.29 -0.167
N -0.15 -1.67 2.34 -0.024
C -0.77 -1.62 3.63 -0.213
C -0.59 -0.36 4.44 -0.211
O -1.34 0.62 3.69 -0.185
C -1.45 1.76 4.49 -0.115
H 0.80 -1.71 -1.70 0.073
H 2.46 -1.14 -1.63 0.091
H 1.01 -0.07 -1.79 0.052
H 2.82 -2.11 0.72 0.118
H 1.28 -2.83 0.30 0.124
H 1.87 -1.00 2.77 0.110
H 1.61 -2.71 2.84 0.097
H -0.48 -0.93 1.76 0.066
H -0.46 -2.43 4.24 0.098
H -1.87 -1.77 3.60 0.129
H 0.43 -0.08 4.52 0.091
H -1.06 -0.52 5.40 0.115
H -0.76 2.59 4.21 0.068
H -1.39 1.57 5.54 0.053
H -2.41 2.29 4.39 0.097
C -5.86 -3.43 -3.24 -0.110
O -5.30 -3.11 -1.99 -0.227
C -5.99 -2.06 -1.30 -0.197
C -5.22 -1.77 -0.04 -0.202
N -3.89 -1.25 -0.25 -0.064
C -3.44 -0.51 0.86 -0.178
C -3.73 1.01 0.62 -0.200
O -5.16 1.26 0.64 -0.186
C -5.45 2.59 0.23 -0.108
H -5.27 -4.33 -3.53 0.095
H -5.63 -2.60 -3.93 0.074
H -6.96 -3.71 -3.23 0.105
H -6.92 -2.56 -1.01 0.121
H -6.15 -1.13 -1.84 0.126
H -5.16 -2.69 0.58 0.133
H -5.77 -1.02 0.53 0.116
H -3.21 -1.95 -0.55 0.104
H -2.37 -0.54 1.10 0.108
H -3.99 -0.73 1.77 0.114
H -3.32 1.52 -0.23 0.056
H -3.22 1.60 1.44 0.119
H -4.68 2.91 -0.50 0.072
H -5.48 3.37 0.99 0.083
H -6.42 2.61 -0.30 0.091
C -1.76 5.76 -0.74 -0.117
O -0.87 4.77 -0.28 -0.196
C -1.61 3.61 0.12 -0.205
C -0.65 2.52 0.59 -0.168
N 0.17 2.96 1.72 0.001
C 1.11 1.94 2.06 -0.237
C 2.06 2.33 3.17 -0.191
O 2.97 3.21 2.51 -0.185
C 3.74 3.91 3.46 -0.098
H -2.40 5.34 -1.46 0.052
H -1.19 6.59 -1.18 0.099
H -2.45 6.05 0.11 0.103
H -2.16 3.30 -0.80 0.093
H -2.39 3.89 0.86 0.125
H -0.08 2.22 -0.26 0.103
H -1.23 1.67 1.00 0.102
H 0.71 3.72 1.39 0.090
H 1.76 1.48 1.25 0.127
H 0.58 1.06 2.39 0.085
H 2.58 1.52 3.66 0.098
H 1.51 2.87 3.97 0.110
H 4.12 3.28 4.26 0.070
H 3.15 4.66 3.97 0.077
H 4.62 4.29 3.03 0.079

# 8
12
Properties=species:S:1:pos:R:3:nbo_charge:R:1 method="wB97M-V/def2-TZVPD" spin_multiplicity=1 lumo_energy_ev=-0.99 gap_ev=8.85 homo_energy_ev=-9.8 charge=0
F 3.77 -0.47 -0.32 -0.526
O 0.64 -0.31 -2.69 -0.813
C 0.11 0.78 -2.30 0.960
C 2.36 -0.25 -1.23 0.039
O -1.10 1.01 -2.45 -0.829
O 0.82 1.56 -1.48 -0.523
C 1.64 0.88 -0.52 -0.111
Li -1.37 -0.39 -3.73 0.962
H 2.92 0.10 -2.11 0.222
H 1.97 -1.24 -0.95 0.216
H 2.34 1.62 -0.13 0.223
H 0.99 0.49 0.28 0.180

no.,calculated total energy (Ha)
1,-837.3345
2,-304.2279
3,-9321.7203
4,-711.9743
5,-629.5538
6,-7314.6378
7,-3985.0643
8,-449.8434